{"formula": "C6H8FN", "method": "wB97M-V/def2-TZVPD", "symbols": ["N", "C", "C", "C", "C", "C", "C", "F", "H", "H", "H", "H", "H", "H", "H", "H"], "positions_angstrom": [[-1.42324, 1.43597, 0.42670], [-0.48970, 0.45722, -0.01020], [0.84341, 0.93452, -0.59237], [1.82711, -0.16375, -0.27859], [1.26123, -1.14030, 0.44993], [-0.19000, -0.89388, 0.67803], [-1.00634, -0.82815, -0.57115], [-2.37047, -1.00195, -0.43094], [-2.35745, 1.06270, 0.37629], [-1.25510, 1.71740, 1.38503], [1.14301, 1.89797, -0.08860], [0.75965, 1.15894, -1.68336], [2.82139, -0.15548, -0.56886], [1.76245, -2.02713, 0.80813], [-0.68489, -1.19276, 1.60976], [-0.64106, -1.26132, -1.50982]], "smiles": "N[C@@]12CC=C[C@@H]1[C@H]2F", "homo_energy_ha": -0.3219, "e_above_lowest_kj_mol": 121.93}